Here is a 12-piece molecular cluster, C64H80N8O24 overall from the OMol25 dataset. Energies are from wB97M-V/def2-TZVPD.

* max |F|: 4.1 eV/Å
* orbital gap (alpha / beta): 2.231 / 5.568 eV
* spin multiplicity: 2
* LUMO (alpha / beta): 0.355 / 0.355 eV
* charge: -1
* electronic energy: -4729.53828 Ha

The geometry in XYZ format:
```
176
Properties=species:S:1:pos:R:3:forces:R:3
C -6.993 -1.031 4.433 0.4298 -0.5844 0.8023
C -7.254 0.186 3.873 -1.9016 0.1611 1.7550
C -6.626 0.636 2.783 0.5947 1.3783 -1.7471
C -5.721 -0.181 2.161 1.0381 -0.9584 0.0925
C -5.350 -1.416 2.720 -0.9392 0.8479 -0.2543
C -5.993 -1.811 3.909 0.9969 -0.4888 -1.3657
N -5.188 0.211 0.824 -1.3228 1.9172 0.4680
O -4.832 -0.687 0.123 0.6951 -0.3651 -0.6708
O -5.295 1.413 0.488 0.4672 -1.9773 0.5901
H -7.535 -1.313 5.323 0.0053 -0.2280 0.0159
H -8.059 0.746 4.325 0.0607 0.3953 -0.0296
H -6.850 1.611 2.375 0.0088 -0.0208 -0.1643
H -4.684 -2.057 2.161 0.1947 -0.0262 0.2406
H -5.700 -2.776 4.296 -0.1842 -0.0137 0.3244
C -1.611 -3.871 2.796 0.8239 1.5864 0.3944
C -2.094 -3.196 1.722 -0.9641 -0.1158 -1.5378
C -2.799 -3.900 0.733 0.2156 -1.2814 -0.1994
C -2.863 -5.313 0.831 0.1614 0.7835 0.1936
C -2.387 -5.953 1.996 -1.6473 -0.8143 -1.9720
C -1.828 -5.202 2.967 1.0918 -0.3060 1.5009
N -3.428 -6.145 -0.330 0.3455 -0.6666 2.5386
O -3.763 -5.574 -1.313 -0.3188 1.1728 -1.4937
O -3.542 -7.356 -0.168 0.3545 0.5430 0.2515
H -1.000 -3.270 3.454 -0.0469 -0.3078 0.5937
H -1.912 -2.136 1.622 -0.2126 0.1529 -0.0612
H -3.243 -3.387 -0.107 0.0505 -0.0378 -0.1737
H -2.575 -7.009 2.117 0.2340 -0.1046 -0.1039
H -1.434 -5.625 3.879 -0.1264 -0.4309 0.0063
C 0.366 6.264 5.350 0.6281 1.1508 1.6800
C 1.745 6.217 5.620 -1.1905 -0.2175 -0.8712
C 2.499 5.315 4.907 0.8540 0.1534 0.1300
C 1.901 4.377 4.052 -0.6060 -1.5629 -1.3599
C 0.490 4.425 3.881 0.8071 -1.2860 -0.4428
C -0.242 5.383 4.503 -0.4622 0.3461 0.6167
N 2.703 3.398 3.319 -1.0544 3.2924 2.2351
O 3.913 3.747 3.280 1.5304 -0.6268 -0.5495
O 2.245 2.308 2.887 -0.7233 -0.9613 -0.6298
H -0.275 6.917 5.923 0.0268 0.3241 0.0654
H 2.215 6.868 6.342 -0.0285 0.1332 -0.0028
H 3.569 5.373 5.045 0.0675 -0.5171 -0.2261
H -0.042 3.666 3.328 0.3853 -0.0993 -0.3229
H -1.320 5.445 4.505 -0.1822 -0.3187 -0.5758
C 2.964 -2.552 -1.347 0.2858 1.3897 1.0265
C 3.558 -3.040 -0.169 -0.3443 0.9409 -0.3029
C 4.393 -4.109 -0.227 1.2476 -2.0694 -1.4734
C 4.638 -4.764 -1.480 -1.7379 1.8704 -0.7905
C 3.945 -4.305 -2.636 0.3930 -0.0231 1.0468
C 3.158 -3.138 -2.540 0.9995 -2.0946 -1.0940
N 5.519 -5.933 -1.578 -1.7393 -0.6286 0.2418
O 6.167 -6.243 -0.619 1.1519 0.3743 1.2967
O 5.399 -6.656 -2.539 0.0812 0.1527 -1.2102
H 2.449 -1.607 -1.433 -0.4205 0.1341 0.9045
H 3.458 -2.510 0.767 -0.2439 0.0120 0.0873
H 4.897 -4.545 0.622 -0.0195 0.3008 0.2302
H 3.951 -4.799 -3.596 0.5604 -0.2679 0.1171
H 2.730 -2.733 -3.445 -0.1786 -0.0468 -0.0232
C -1.502 -0.561 -7.182 -0.2322 0.6200 1.3484
C -1.080 0.239 -6.090 -1.1813 -1.0829 0.0561
C -1.779 0.201 -4.858 0.6843 0.1141 -0.3939
C -2.856 -0.633 -4.675 -0.3430 -1.5644 -1.9556
C -3.292 -1.428 -5.799 -0.0919 0.7536 0.0852
C -2.666 -1.359 -7.053 1.1174 1.0088 1.3428
N -3.427 -0.819 -3.305 -0.6526 -0.7196 -0.3080
O -4.275 -1.676 -3.115 0.1900 -0.0135 -0.9377
O -2.996 -0.138 -2.416 0.7624 0.9382 0.2798
H -0.912 -0.522 -8.086 -0.1364 -0.0984 -0.1849
H -0.192 0.854 -6.129 0.0146 0.0338 -0.2602
H -1.426 0.789 -4.024 0.0460 0.0565 0.0818
H -4.177 -2.046 -5.824 -0.0715 -0.0545 0.8618
H -3.056 -1.933 -7.880 0.0385 -0.0432 0.0245
C 5.705 -2.382 3.022 0.4127 -0.4293 0.3269
C 5.206 -1.105 2.870 -1.8955 -0.8292 -0.4456
C 3.828 -0.964 3.138 -0.9369 -0.3562 1.1144
C 3.051 -2.001 3.771 3.0492 -0.2446 -0.2882
C 3.679 -3.230 4.075 0.5497 0.1580 -1.0150
C 4.973 -3.436 3.565 -0.1257 0.8928 0.2972
N 1.694 -1.767 4.232 0.1792 1.4898 -0.7077
O 1.056 -2.710 4.631 -0.4397 -0.8836 0.4393
O 1.276 -0.626 4.156 -0.0309 -0.3518 0.0720
H 6.741 -2.579 2.785 0.1235 -0.0163 -0.2333
H 5.803 -0.356 2.371 -0.2488 0.3795 0.2639
H 3.290 -0.039 2.989 0.1186 0.4661 -0.1650
H 3.252 -4.042 4.644 -0.5448 0.2191 -0.1018
H 5.519 -4.366 3.633 -0.3862 -0.2903 0.3642
C 2.901 -0.091 -5.856 -0.8927 1.2745 -1.7980
C 2.735 0.880 -6.884 0.2689 0.3929 1.8367
C 2.269 2.200 -6.550 -0.0198 -1.3292 0.2500
C 1.909 2.513 -5.225 0.7878 -2.1947 0.6413
C 2.076 1.493 -4.186 -0.7691 2.3006 -2.4654
C 2.462 0.228 -4.603 0.0842 0.3654 2.1475
N 1.180 3.783 -4.930 -1.3988 -0.1912 1.1820
O 1.095 4.166 -3.754 0.7623 -0.6174 -1.7619
O 0.502 4.247 -5.843 1.0654 -0.1407 0.4243
H 3.268 -1.088 -6.050 -0.0213 -0.0058 -0.2291
H 3.006 0.572 -7.883 -0.0235 0.4753 -0.1881
H 2.155 2.931 -7.337 -0.1380 0.0700 0.0337
H 1.870 1.750 -3.157 -0.2549 -0.2140 0.0616
H 2.466 -0.503 -3.808 0.2325 -0.2771 0.0281
C 5.604 3.633 -4.211 1.4773 0.3122 0.1306
C 6.360 4.381 -3.292 -1.3909 -0.7853 1.9632
C 6.427 3.949 -1.926 0.1951 -0.6354 -2.1288
C 5.865 2.686 -1.616 0.2039 1.3421 0.3917
C 5.129 1.964 -2.527 1.1241 -0.3656 -1.1321
C 5.115 2.389 -3.869 -0.7022 0.0081 0.9318
N 6.041 2.143 -0.230 -0.4041 1.2019 -0.2582
O 5.336 1.223 0.116 0.1164 -0.4664 -0.1271
O 6.831 2.735 0.470 0.2326 -0.3273 0.0414
H 5.578 3.987 -5.231 -0.2008 -0.0829 -0.1601
H 6.765 5.352 -3.537 0.0927 -0.0491 -0.1622
H 7.022 4.555 -1.259 -0.2344 -0.3396 0.4129
H 4.794 0.968 -2.277 -0.2118 0.0615 0.1569
H 4.657 1.746 -4.606 -0.0247 0.1141 -0.0743
C -4.582 2.730 5.463 -1.0039 -0.2257 -0.4243
O -3.324 2.959 6.022 -0.0101 0.1604 -0.6787
C -2.178 2.527 5.276 -0.6939 -0.2697 -0.0872
C -2.074 0.999 5.084 0.9646 1.6380 0.7084
O -2.245 0.400 6.324 -0.5971 -0.5541 0.9615
C -1.929 -0.963 6.406 -0.4000 -0.4320 0.2564
H -4.961 1.711 5.547 0.1908 -0.3919 0.6687
H -4.767 2.893 4.401 1.0950 0.4254 -0.6759
H -5.324 3.411 5.880 0.1987 -0.0379 0.6577
H -1.350 3.025 5.781 0.1679 -0.6595 0.1831
H -2.145 2.923 4.261 -0.4155 0.4071 -0.1453
H -1.034 0.877 4.779 0.0751 -0.4148 -0.6978
H -2.786 0.655 4.335 -0.0350 -0.2764 -0.1039
H -2.370 -1.568 5.614 0.2061 0.1554 -0.6791
H -2.418 -1.393 7.280 0.0981 0.3791 0.4128
H -0.859 -1.152 6.493 0.1412 0.0538 -0.2713
C 0.634 -6.576 -4.236 -1.2865 0.5489 -0.1059
O -0.665 -6.387 -4.876 1.1694 -0.8343 -0.5915
C -1.725 -5.883 -4.107 0.8346 1.0936 1.1431
C -1.477 -4.382 -3.641 0.5392 -0.6782 -1.7524
O -0.569 -4.301 -2.580 -0.4153 -0.9401 1.9819
C -0.402 -3.029 -1.982 0.2344 -0.3230 -0.8581
H 1.235 -7.342 -4.727 -0.4778 -0.0354 -0.4498
H 0.493 -6.901 -3.205 0.0694 0.2865 0.1640
H 1.165 -5.628 -4.312 0.1652 -0.0167 0.4246
H -1.891 -6.529 -3.245 0.1380 0.1371 0.5203
H -2.638 -6.021 -4.687 0.1305 0.5427 -0.3045
H -2.417 -3.832 -3.607 -0.2626 -0.0057 0.9861
H -0.888 -3.855 -4.392 -0.4334 -0.1152 -1.2409
H 0.444 -3.079 -1.297 -0.3768 -0.2055 0.2071
H -1.313 -2.669 -1.502 -0.0309 0.0636 0.0885
H -0.084 -2.347 -2.770 -0.1479 0.5947 -0.1432
C -2.097 1.725 1.805 -0.8589 -0.4138 -0.1775
O -1.657 0.353 1.704 -3.1825 1.2703 -0.1472
C -0.421 0.272 1.140 2.2186 0.2285 -0.0125
C -0.289 0.597 -0.402 0.1528 -0.5526 1.1139
O 1.028 0.332 -0.988 -1.4085 -0.2561 0.8727
C 2.116 1.018 -0.387 0.1953 1.2635 -0.3547
H -2.452 2.166 0.873 0.4013 -0.2599 -0.5461
H -1.345 2.400 2.212 0.1884 -0.2612 0.1322
H -3.014 1.749 2.393 0.2205 -0.2012 0.4464
H -0.093 -0.719 1.455 0.5531 -0.2482 -0.7133
H 0.120 0.983 1.764 1.3014 0.0918 -0.5295
H -0.624 1.629 -0.514 0.5693 0.3963 -0.1902
H -1.049 0.029 -0.938 0.3801 -0.3879 -0.2054
H 2.414 0.828 0.644 -0.4188 -0.6767 0.1096
H 1.928 2.091 -0.391 -0.2085 0.3276 0.0226
H 2.983 0.901 -1.037 -0.0311 -0.4065 0.0355
C -2.671 4.043 -2.659 0.1842 1.3610 1.0007
O -2.333 4.996 -1.594 -0.1306 -1.7342 -1.0266
C -1.016 4.862 -1.092 -0.2425 1.3829 1.0184
C -0.956 5.508 0.326 0.6997 -0.3427 -1.4093
O -1.727 4.890 1.330 0.9436 0.6250 -0.7144
C -3.119 5.158 1.280 0.3679 -0.8211 0.7884
H -1.962 4.085 -3.486 0.2342 0.1157 -0.0129
H -3.637 4.401 -3.016 -0.0231 -0.3608 -0.0171
H -2.720 3.023 -2.277 -0.1178 -0.0487 0.1074
H -0.340 5.412 -1.747 0.2441 0.2611 -0.0509
H -0.555 3.877 -1.018 -0.7640 -0.6463 -0.1108
H -1.113 6.585 0.275 -0.6074 0.1525 -0.0786
H 0.117 5.443 0.507 0.0350 -0.3385 0.9659
H -3.571 4.327 0.739 -0.5384 0.2949 -0.0907
H -3.418 6.128 0.884 0.3063 0.0083 -0.2587
H -3.373 5.118 2.339 -0.6121 -0.0083 -0.0287
```
Positions in Å, forces in eV/Å.

Mulliken population analysis, charges in e, atoms 1 to 2: C -0.598; C -0.384